DFT (wB97M-V/def2-TZVPD) results for a structure of composition C21H33Cl2N4O3PdS.

Geometry (Å):
O1 2.494771 0.109484 -1.589791
C1 3.565029 -0.348593 -1.117718
C2 4.750986 -0.039801 -1.915171
C3 4.589774 0.338760 -3.270517
H1 3.594756 0.295168 -3.716586
C4 5.692003 0.756009 -4.017531
H2 5.552071 1.048822 -5.057934
C5 6.965393 0.801155 -3.451278
H3 7.831982 1.125588 -4.040719
C6 7.123296 0.429920 -2.103965
H4 8.131607 0.465182 -1.666370
C7 6.029234 0.031640 -1.339961
H5 6.137957 -0.221340 -0.284861
H6 3.636698 -0.772941 -0.089874
C8 2.337819 -2.938492 -0.893926
C9 2.139863 -1.992906 0.203467
H7 1.991575 -3.960695 -0.646930
H8 3.403386 -2.991883 -1.183344
H9 1.751606 -2.596327 -1.770014
C10 1.551369 -2.059610 1.404585
C11 0.783414 -3.251797 1.950601
H10 1.578099 -1.207138 2.093286
H11 1.464320 -4.109699 2.046110
H12 -0.075438 -3.569353 1.330357
H13 0.399642 -3.002965 2.944539
Pd1 0.760818 0.068743 -0.684199
Cl1 -0.003053 -0.679090 -2.796110
Cl2 1.989116 1.012244 1.087515
H14 1.742902 3.775616 -3.669573
H15 -0.133641 3.329717 -5.033657
C12 1.493578 2.917259 -3.032288
C13 -0.639624 2.688526 -4.303201
N1 0.043473 2.771707 -3.025648
H16 1.865298 3.077099 -2.018231
C14 -0.682376 2.646557 -1.896819
O2 -0.198075 2.438698 -0.768570
H17 -1.669477 3.030399 -4.141280
H18 -1.779985 2.712600 -2.067810
H19 1.971553 2.031357 -3.466940
H20 -0.666902 1.649758 -4.661028
H21 -1.184801 2.993561 5.657286
H22 0.844805 4.581540 4.668800
C15 -0.561953 2.186879 5.247846
C16 1.255041 3.609695 4.357303
N2 0.201437 2.644023 4.110784
H23 -1.202419 1.354729 4.948523
C17 -0.200602 2.345924 2.849019
O3 -1.163944 1.608237 2.590222
H24 1.826215 3.735940 3.430786
H25 0.417285 2.791570 2.058373
H26 0.124966 1.873352 6.039651
H27 1.916929 3.251378 5.153262
C18 -3.782987 -1.530431 1.648280
N3 -3.140715 -2.137908 0.478055
C19 -3.621531 -3.218315 -0.249930
C20 -2.787388 -3.381072 -1.316017
N4 -1.784687 -2.433386 -1.190548
C21 -2.010346 -1.648746 -0.096897
S1 -1.182436 -0.316341 0.523066
H28 -3.042690 -1.341617 2.428220
H29 -4.255246 -0.576106 1.380497
H30 -4.549221 -2.216770 2.008266
H31 -4.493678 -3.765710 0.060408
H32 -2.821000 -4.061041 -2.148148
H33 -1.063689 -2.203170 -1.899125

Force components x, y, z for each atom (eV/Å):
O 4.552 -1.393 -0.433
C -1.462 2.519 -0.815
C 1.082 0.391 -1.029
C 0.412 -0.171 0.330
H 0.288 -0.008 0.204
C -0.218 -0.083 0.005
H 0.022 -0.073 0.210
C -0.035 -0.182 0.617
H -0.399 -0.159 0.271
C 0.455 0.214 -0.386
H -0.561 -0.005 -0.101
C -0.329 -0.231 -0.208
H 0.058 0.036 -0.235
H -0.097 0.287 -0.732
C -0.338 -0.363 -0.755
C -1.689 -0.571 2.335
H 0.165 0.215 0.029
H -0.327 -0.097 -0.015
H 0.361 -0.190 0.206
C 0.440 -0.218 -0.566
C 0.285 -0.387 -0.074
H -0.085 -0.123 -0.653
H -0.272 -0.064 0.082
H 0.357 0.264 0.089
H 0.015 -0.125 -0.107
Pd -1.418 -0.617 1.248
Cl -0.525 -0.463 -1.881
Cl 1.104 1.116 1.448
H 0.022 -0.009 0.133
H -0.177 -0.058 0.064
C -0.260 -0.236 -0.152
C -0.022 -0.104 0.318
N -0.048 0.451 -0.327
H -0.167 -0.156 -0.099
C 1.004 -0.707 2.125
O -1.160 1.364 -2.043
H 0.165 -0.049 -0.310
H 0.359 -0.111 0.049
H -0.082 0.027 0.236
H 0.086 0.196 -0.023
H -0.045 -0.046 -0.042
H 0.058 -0.067 -0.029
C 0.083 0.045 0.041
C -0.221 -0.167 -0.289
N 0.102 0.212 0.323
H 0.147 0.158 -0.020
C -1.471 -1.167 -0.722
O 1.307 1.466 0.854
H -0.032 -0.004 0.251
H -0.101 -0.035 0.094
H -0.053 -0.101 -0.026
H 0.005 0.000 -0.155
C 0.137 -0.159 -0.446
N -0.496 -0.194 0.537
C 0.343 0.036 -0.616
C -0.144 0.342 0.751
N -0.287 -0.208 0.085
C 0.473 0.365 -0.226
S -1.365 -0.610 0.327
H -0.026 -0.006 -0.156
H 0.228 -0.176 0.013
H 0.046 -0.035 -0.007
H -0.024 0.020 -0.072
H -0.002 -0.085 0.099
H -0.226 0.285 0.376

Summary:
Relative energy (zero: lowest compared OMol25 entry of this formula, charge and spin): 16.1 kcal/mol
Total charge: -1
2S+1: 3
Orbital gap (spin up / spin down): 4.7 / 5.8 eV
E_tot: -73774.4853 eV

=====

DFT (wB97M-V/def2-TZVPD) results for the molecule C19H25N3O3S.

Geometry (Å):
C1 1.475668 -3.953154 -1.601479
C2 1.017686 -3.816329 -0.180773
C3 1.751670 -4.349257 0.869394
C4 1.316914 -4.206638 2.176697
C5 0.148072 -3.523406 2.450902
C6 -0.598614 -2.980290 1.411386
C7 -0.158900 -3.134308 0.105395
H1 -0.736620 -2.712100 -0.705274
C8 -1.845099 -2.207486 1.704410
H2 -2.310925 -1.823404 0.797733
H3 -2.567560 -2.801204 2.264968
S1 -1.515084 -0.776278 2.817106
C9 -0.366438 0.075589 1.855636
N1 0.343805 1.098359 2.217171
N2 1.094536 1.435828 1.149484
C10 0.804223 0.616009 0.196506
O1 -0.124489 -0.290855 0.577940
C11 1.350557 0.586835 -1.185627
N3 1.131839 1.850591 -1.865211
C12 -0.024413 2.555916 -1.837779
O2 -0.136912 3.649807 -2.336480
O3 -0.995805 1.846337 -1.230055
C13 -2.295310 2.447580 -0.998116
C14 -2.977339 2.762611 -2.328972
H4 -3.070881 1.858052 -2.926822
H5 -2.392893 3.492213 -2.882145
H6 -3.967832 3.168620 -2.143787
C15 -3.077626 1.372691 -0.240333
H7 -4.108821 1.687791 -0.111837
H8 -3.058875 0.438436 -0.797169
H9 -2.640478 1.209214 0.741609
C16 -2.146765 3.701185 -0.137826
H10 -1.627929 4.477932 -0.692545
H11 -1.574861 3.471335 0.759663
H12 -3.128695 4.064845 0.152014
C17 2.363298 2.429251 -2.369838
C18 3.303610 1.231911 -2.429521
H13 3.130494 0.661892 -3.343124
C19 2.877352 0.418895 -1.208769
H14 3.292009 0.860100 -0.302177
H15 3.172352 -0.627237 -1.262705
H16 4.349901 1.524252 -2.388919
H17 2.733062 3.192750 -1.676440
H18 2.178531 2.897361 -3.337673
H19 0.838369 -0.222477 -1.725032
H20 -0.186677 -3.395954 3.469972
H21 1.896286 -4.626033 2.985499
H22 2.671256 -4.878114 0.664824
H23 2.378611 -4.554919 -1.663551
H24 0.701568 -4.422287 -2.207098
H25 1.682849 -2.972652 -2.030194

Force components x, y, z for each atom (eV/Å):
C -0.023 0.001 0.004
C 0.004 -0.033 0.040
C -0.007 0.031 -0.071
C -0.012 -0.004 0.109
C -0.035 -0.046 -0.076
C 0.102 -0.225 -0.088
C -0.004 -0.193 0.190
H -0.072 0.091 -0.085
C 0.109 0.533 0.216
H -0.041 -0.121 0.021
H -0.047 0.051 -0.037
S -0.481 -0.357 0.113
C 0.364 0.355 -0.018
N -1.044 -0.668 1.071
N 0.803 0.150 -1.458
C 0.258 0.234 0.519
O -0.031 0.198 0.021
C -0.293 -0.341 0.047
N 0.129 -0.156 0.044
C 0.089 -0.198 -0.158
O -0.087 0.382 -0.030
O 0.037 -0.103 -0.066
C -0.606 0.292 0.070
C 0.314 -0.041 0.109
H -0.055 -0.096 -0.055
H -0.055 0.029 -0.040
H -0.135 0.010 0.036
C 0.396 0.201 -0.185
H -0.112 0.053 0.004
H -0.037 -0.111 -0.063
H 0.022 -0.046 0.122
C 0.189 -0.162 -0.191
H -0.029 0.065 0.025
H 0.013 -0.028 0.112
H -0.126 0.013 0.046
C 0.078 0.290 -0.237
C -0.097 0.041 0.095
H 0.020 0.007 -0.055
C 0.004 0.020 -0.140
H -0.007 -0.031 0.020
H -0.011 -0.031 0.079
H 0.039 -0.001 -0.051
H 0.015 0.006 -0.082
H 0.087 0.008 0.087
H 0.123 0.031 0.096
H 0.000 0.015 0.113
H 0.053 -0.042 0.072
H 0.093 -0.055 -0.039
H 0.058 -0.028 -0.065
H 0.005 -0.030 -0.098
H 0.043 0.040 -0.096

Summary:
Relative energy (zero: lowest compared OMol25 entry of this formula, charge and spin): 44.8 kcal/mol
SMILES string: Cc1cccc(CSc2nnc([C@@H]3CCCN3C(=O)OC(C)(C)C)o2)c1
Orbital gap: 9.2 eV
E_tot: -41557.4766 eV

=====

DFT (wB97M-V/def2-TZVPD) results for a cluster of 3 separate species, C19H32Cl2NO4 in total.

Geometry (Å):
O1 -2.881669 -1.058527 -0.360529
C1 -2.061873 -0.381349 -1.027173
Cl1 -1.928354 1.406097 -0.601563
C2 -1.185353 -0.972334 -2.215778
C3 0.180920 -1.712332 -1.697233
Cl2 0.952725 -2.358465 -3.245155
C4 -0.281968 -2.880532 -0.701187
C5 0.729350 -4.119042 -0.595979
C6 2.276717 -3.721591 -0.434152
N1 2.838695 -3.921485 0.940742
C7 2.269620 -2.959783 1.922672
C8 3.087092 -1.597826 2.068838
C9 4.313755 -1.180527 1.210387
C10 4.979892 0.220306 1.465240
C11 4.469528 1.213427 2.564314
C12 3.239780 0.782530 3.404672
C13 2.582926 -0.593583 3.171467
O2 1.454864 -0.975997 3.998128
H1 -1.783280 -1.780293 -2.797194
H2 -0.842970 -0.115181 -2.911976
H3 -1.278401 -3.310535 -1.127598
H4 -0.565731 -2.412352 0.308196
H5 0.352149 -4.775700 0.281733
H6 0.628573 -4.758821 -1.549754
H7 2.869800 -4.444390 -1.119322
H8 2.544896 -2.670918 -0.784109
H9 2.702882 -4.881402 1.282646
H10 1.173647 -2.662254 1.703952
H11 2.240680 -3.473419 2.961453
H12 4.724317 -1.886464 0.399129
H13 5.881096 0.569459 0.838737
H14 4.962609 2.226218 2.773744
H15 2.799512 1.477497 4.206810
H16 1.749203 -1.777763 4.499543
C14 2.583709 1.616438 -1.858653
C15 1.962609 2.991945 -2.050349
C16 2.199927 3.880656 -0.838795
O3 0.561378 2.852401 -2.268510
H17 2.142480 1.104439 -0.997656
H18 2.395678 0.985015 -2.731021
H19 3.664396 1.689151 -1.705185
H20 2.385179 3.465381 -2.941737
H21 1.745089 3.447453 0.057866
H22 1.738330 4.861566 -0.985536
H23 3.268771 4.020706 -0.654810
H24 0.179684 2.434157 -1.483722
C17 -6.577065 1.968157 1.260518
C18 -6.574689 2.737708 -0.051316
C19 -6.924429 1.834160 -1.223603
O4 -5.287445 3.310437 -0.262220
H25 -5.832793 1.165590 1.243482
H26 -6.312966 2.626899 2.092363
H27 -7.558790 1.529468 1.459386
H28 -7.292064 3.561657 0.004550
H29 -6.192131 1.026972 -1.326187
H30 -6.907679 2.397459 -2.160652
H31 -7.916486 1.391393 -1.098999
H32 -4.646324 2.588124 -0.312920

Force components x, y, z for each atom (eV/Å):
O 3.347 3.149 -2.636
C -2.384 -3.942 1.130
Cl 0.076 -0.780 -0.289
C 1.063 0.264 -0.263
C -1.313 0.669 1.828
Cl -0.550 -0.208 0.232
C -0.583 -0.284 -1.645
C -0.465 0.442 -0.035
C 0.472 -1.262 -0.580
N -0.621 0.956 0.213
C -0.143 0.458 0.783
C 1.431 2.994 0.584
C -1.361 2.400 2.701
C -2.243 -0.397 1.921
C -1.989 -3.868 -0.755
C 1.072 -2.076 -2.152
C 2.388 0.769 -1.697
O 2.313 -0.127 -0.753
H 0.230 1.457 0.958
H -0.796 -1.371 1.114
H 1.179 0.233 0.809
H 0.661 -0.675 -1.379
H 0.911 0.889 -1.227
H 0.095 1.115 1.440
H -0.836 1.191 1.049
H -0.821 -1.300 0.507
H -0.132 0.727 -0.405
H 1.623 -0.427 0.215
H 0.160 0.826 -1.537
H -0.835 1.292 1.518
H -1.634 -0.827 1.037
H -0.795 -1.792 -0.535
H 0.771 -1.290 -1.382
H -0.411 0.927 -0.698
C 0.118 -0.091 -0.180
C -0.127 -0.456 0.561
C 0.036 0.339 0.001
O 0.029 0.300 -0.223
H 0.036 0.037 -0.034
H 0.001 0.046 0.093
H -0.023 -0.009 0.031
H -0.214 0.012 -0.026
H 0.108 -0.125 -0.071
H 0.067 -0.047 -0.051
H -0.048 -0.020 0.044
H 0.043 -0.081 -0.208
C -0.088 0.071 0.271
C 0.428 -0.583 -0.025
C -0.163 0.051 -0.246
O -0.126 0.285 0.006
H -0.091 -0.002 -0.124
H -0.077 -0.005 -0.090
H 0.061 -0.013 0.010
H 0.198 0.078 -0.034
H -0.056 0.010 0.146
H -0.048 0.004 0.109
H 0.058 -0.017 -0.024
H -0.002 0.082 -0.005

Summary:
Relative energy (zero: lowest compared OMol25 entry of this formula, charge and spin): 0.0 kcal/mol
Total charge: -1
Orbital gap: 5.3 eV
E_tot: -54941.5722 eV

=====

Among the records above, which one has the lowest relative energy (zero: lowest compared OMol25 entry of this formula, charge and spin)?
C19H32Cl2NO4

=====

relative energy (zero: lowest compared OMol25 entry of this formula, charge and spin) of number 1 (C21H33Cl2N4O3PdS)?
16.1 kcal/mol

=====

Which of these has the highest relative energy (zero: lowest compared OMol25 entry of this formula, charge and spin)?
C19H25N3O3S